116
Properties=species:S:1:pos:R:3:lowdin_charge:R:1 method="wB97M-V/def2-TZVPD" homo_ha=-0.1410 de_lowest_kj_mol=23.6 charge=-1 orbital_gap_ev=6.048
Bi 0.70 -1.62 -0.35 1.530
C 0.24 -4.76 2.93 -0.043
C -0.12 -4.08 1.77 -0.160
N 0.80 -3.16 1.48 -0.099
N 1.76 -3.23 2.42 -0.006
C 1.44 -4.19 3.30 -0.073
B 3.01 -2.30 2.49 -0.538
N 2.54 -0.86 2.72 -0.034
C 2.80 -0.02 3.74 -0.087
C 2.14 1.17 3.48 -0.061
C 1.50 0.95 2.25 -0.181
N 1.76 -0.27 1.80 -0.025
N 3.79 -2.36 1.18 -0.028
C 5.11 -2.52 1.00 -0.075
C 5.40 -2.33 -0.33 -0.046
C 4.16 -2.05 -0.92 -0.171
N 3.20 -2.06 0.00 -0.077
H -0.29 -5.56 3.42 0.093
H -0.98 -4.19 1.13 0.073
H 2.09 -4.39 4.14 0.118
H 3.71 -2.67 3.40 0.118
H 3.42 -0.32 4.56 0.115
H 2.12 2.06 4.08 0.091
H 0.85 1.60 1.70 0.081
H 5.74 -2.75 1.84 0.116
H 6.36 -2.39 -0.82 0.096
H 3.93 -1.86 -1.95 0.088
C 1.90 2.90 -0.98 -0.385
C 0.49 3.20 -1.50 -0.396
P -0.83 2.11 -0.83 1.084
C -2.30 2.76 -1.72 -0.356
C -2.94 1.93 -2.63 -0.090
C -4.04 2.38 -3.34 -0.079
C -4.52 3.67 -3.14 -0.102
C -3.89 4.50 -2.23 -0.097
C -2.78 4.05 -1.53 -0.090
C -1.18 2.85 0.82 -0.391
C -0.55 3.97 1.34 -0.112
C -0.84 4.41 2.63 -0.093
C -1.76 3.73 3.42 -0.096
C -2.40 2.62 2.90 -0.076
C -2.11 2.18 1.62 -0.100
P 2.42 1.14 -1.27 0.996
C 4.22 1.27 -0.92 -0.364
C 5.20 1.12 -1.89 -0.090
C 6.55 1.12 -1.53 -0.094
C 6.92 1.27 -0.20 -0.107
C 5.94 1.42 0.77 -0.093
C 4.60 1.41 0.42 -0.100
C 2.25 1.00 -3.07 -0.397
C 2.73 1.91 -3.93 -0.126
C 2.61 1.74 -5.37 -0.107
C 1.93 0.69 -5.87 -0.081
C 1.12 -0.22 -5.07 -0.079
C 1.37 -0.11 -3.48 -0.147
H 1.98 3.09 0.10 0.056
H 2.62 3.56 -1.47 0.079
H 0.25 4.26 -1.34 0.074
H 0.46 3.03 -2.58 0.068
H -2.54 0.94 -2.82 0.081
H -4.52 1.73 -4.07 0.100
H -5.38 4.02 -3.70 0.094
H -4.26 5.51 -2.07 0.095
H -2.30 4.71 -0.81 0.099
H 0.18 4.52 0.76 0.090
H -0.33 5.29 3.03 0.097
H -1.97 4.07 4.42 0.096
H -3.12 2.07 3.50 0.101
H -2.60 1.30 1.22 0.094
H 4.92 0.99 -2.92 0.096
H 7.30 0.99 -2.30 0.098
H 7.97 1.26 0.07 0.093
H 6.23 1.52 1.81 0.097
H 3.85 1.49 1.19 0.079
H 3.31 2.76 -3.57 0.098
H 3.15 2.41 -6.03 0.082
H 1.98 0.50 -6.94 0.099
H 1.07 -1.24 -5.42 0.121
H 1.59 -1.07 -3.02 0.044
C -4.33 -1.86 -3.21 -0.071
C -4.50 -2.82 -2.04 -0.257
N -4.26 -2.19 -0.74 -0.128
C -5.44 -1.69 -0.04 -0.213
C -6.07 -2.75 0.85 -0.078
C -3.05 -2.13 -0.16 -0.668
S -1.71 -2.75 -1.06 0.582
N -3.06 -1.75 1.13 0.112
C -2.00 -1.25 1.75 -0.485
O -0.96 -0.79 1.24 -0.242
C -2.13 -1.16 3.25 -0.133
C -3.36 -1.30 3.88 -0.031
C -3.44 -1.19 5.26 -0.090
C -2.30 -0.95 6.01 -0.097
C -1.07 -0.81 5.38 -0.071
C -0.99 -0.91 4.00 -0.008
H -4.58 -2.36 -4.15 0.078
H -3.30 -1.51 -3.28 0.045
H -4.99 -1.00 -3.10 0.069
H -3.83 -3.68 -2.15 0.081
H -5.52 -3.20 -2.01 0.112
H -6.15 -1.37 -0.81 0.116
H -5.16 -0.82 0.54 0.110
H -6.32 -3.65 0.28 0.070
H -6.99 -2.38 1.30 0.071
H -5.37 -3.03 1.64 0.060
H -4.24 -1.50 3.28 0.097
H -4.40 -1.29 5.76 0.096
H -2.36 -0.86 7.09 0.096
H -0.17 -0.62 5.96 0.100
H -0.04 -0.80 3.49 0.089
F -1.13 -0.62 -3.90 0.064
B -0.05 0.25 -4.12 -0.934
F -0.45 1.59 -4.10 0.099
S 1.13 -4.03 -1.67 0.423
C 2.32 -3.75 -2.82 -0.891
N 3.14 -3.61 -3.62 0.051

---

40
Properties=species:S:1:pos:R:3:nbo_charge:R:1 method="wB97M-V/def2-TZVPD" homo_ha=-0.3688 de_lowest_kj_mol=0.0 orbital_gap_ev=10.215
C -0.70 -1.76 -0.24 -1.045
B -1.27 -1.76 -1.68 0.999
O -0.49 -2.23 -2.72 -0.869
C -2.76 -1.27 -2.06 -0.228
O -2.85 0.19 -2.12 -0.703
S -3.82 0.76 -1.00 2.558
O -3.17 1.79 -0.28 -0.892
O -5.10 0.99 -1.57 -0.917
O -3.86 -0.57 -0.13 -0.685
C -3.88 -1.65 -1.08 -0.296
B -3.95 -3.12 -0.46 1.096
N -3.82 -3.40 0.96 -1.136
O -4.14 -4.14 -1.35 -0.858
H -1.23 -1.12 0.46 0.241
H 0.36 -1.47 -0.29 0.283
H -0.68 -2.78 0.17 0.253
H -0.63 -1.74 -3.54 0.496
H -3.03 -1.65 -3.05 0.200
H -4.82 -1.55 -1.66 0.216
H -2.93 -3.07 1.33 0.394
H -4.53 -2.91 1.49 0.396
H -4.67 -3.88 -2.12 0.494
C 4.07 0.48 0.42 -0.637
C 3.61 -0.86 0.95 -0.060
O 2.91 -1.63 -0.02 -0.729
H 3.21 1.06 0.07 0.206
H 4.57 1.06 1.19 0.240
H 4.75 0.35 -0.42 0.191
H 2.91 -0.73 1.78 0.176
H 4.47 -1.44 1.32 0.154
H 3.50 -1.78 -0.77 0.462
C 3.00 5.24 1.41 -0.634
C 2.78 3.86 2.01 -0.061
O 4.01 3.14 2.15 -0.726
H 3.48 5.16 0.43 0.213
H 2.05 5.76 1.28 0.216
H 3.63 5.85 2.05 0.197
H 2.16 3.25 1.36 0.179
H 2.28 3.94 2.98 0.157
H 4.58 3.65 2.74 0.462

---

8
Properties=species:S:1:pos:R:3:nbo_charge:R:1 method="wB97M-V/def2-TZVPD" homo_ha="-0.4430 / -0.4599" de_lowest_kj_mol=110.2 spin_multiplicity=6 charge=+1 s_squared=8.756 orbital_gap_ev="6.735 / 6.979"
O -1.54 -0.84 -0.60 -0.681
C -2.19 0.25 -1.03 0.338
Li -0.53 0.39 2.35 0.922
Cr -3.28 -0.77 1.22 0.888
H -3.26 0.03 -1.23 0.123
C -1.99 1.59 0.31 -0.983
H -2.77 2.35 0.14 0.197
H -1.01 2.08 0.17 0.196

---

24
Properties=species:S:1:pos:R:3:nbo_charge:R:1 method="wB97M-V/def2-TZVPD" homo_ha=-0.3531 orbital_gap_ev=9.980
C -2.02 -0.71 -2.38 -0.357
C -0.95 -1.30 -1.94 -0.375
C 2.94 -0.72 0.12 -0.825
C -1.10 2.16 0.56 -0.859
C 0.85 0.02 1.81 -1.013
O 0.35 -2.10 0.31 -0.941
O -1.95 -2.74 0.05 -0.911
O 2.03 1.81 0.21 -0.967
O 0.47 0.33 -0.74 -1.028
O -1.53 -0.42 0.69 -0.901
O -1.36 0.77 2.77 -0.895
S -0.96 -1.69 -0.12 2.330
S 1.57 0.48 0.23 2.137
S -0.68 0.70 1.52 2.043
H -1.98 -0.15 -3.27 0.216
H -2.87 -0.70 -1.74 0.217
H 0.06 -1.28 -2.35 0.245
H 3.69 -0.27 -0.56 0.248
H 3.17 -0.56 1.21 0.249
H 2.42 -1.62 -0.23 0.285
H -0.86 2.02 -0.53 0.292
H -2.09 2.54 0.79 0.266
H -0.30 2.89 0.86 0.271
H 1.12 0.57 2.73 0.273

---

Computed E_tot (a.u.) in order:
-4370.0049 -1383.9640 -1204.7779 -1842.2815